82
Properties=species:S:1:pos:R:3:forces:R:3 method="wB97M-V/def2-TZVPD" total_charge=+4 e_tot_ha=-4251.59709 e_lumo_ev=-13.13 multiplicity=1 homo_lumo_gap_ev=4.301
Sb 2.72213 0.81257 -2.37190 1.08 -0.16 0.57
V -2.26730 -0.12428 1.82399 -1.04 -0.94 1.02
Cl -4.82187 -6.94162 0.76760 -0.09 0.75 0.82
S -2.43608 3.35250 5.11107 -1.04 -0.53 -0.48
F 5.86301 3.66315 1.97308 0.70 0.46 0.99
F -1.80995 3.52736 -5.26953 -1.07 0.27 -0.61
F 5.12271 -4.42139 -4.30672 1.12 -0.89 -0.20
O -1.70271 -1.52552 0.56887 0.06 -2.41 -0.48
O -2.53344 1.48929 0.81040 0.75 -0.68 0.43
O -3.67990 -1.19531 2.22619 0.79 -0.71 -0.16
N -0.39223 -0.31533 2.65471 0.95 0.47 0.03
N -4.36521 1.85939 -0.44776 -0.30 -0.88 -0.55
N 1.08616 0.30502 4.22161 -0.35 -0.86 -0.79
N -2.38109 1.28591 3.58021 -0.18 0.49 0.26
C 4.99700 3.80511 -0.14417 0.09 -1.47 0.32
C 2.64355 -1.98935 -3.76101 0.17 -0.36 0.09
C -1.12469 1.44316 4.14808 -0.38 -1.65 -1.07
C 3.79525 1.30690 0.37174 0.45 0.72 -0.66
C -0.80338 1.52470 -4.55603 -0.37 0.39 -0.40
C -5.02288 0.61707 -0.06618 -0.86 -1.09 0.44
C -0.99813 2.49421 4.94724 0.64 1.12 1.21
C -3.29182 -4.74235 1.00846 -0.26 0.74 0.26
C -0.88955 2.94186 -4.59550 1.17 -1.69 0.22
C 3.43776 -1.89455 2.30623 -0.53 0.22 -0.81
C 1.14760 1.73809 -3.18541 0.48 1.49 0.12
C 3.08421 -1.13336 3.41115 -1.17 -0.24 -0.35
C -4.47895 -5.35654 1.40083 0.46 1.18 -0.75
C 0.22359 0.95033 -3.83383 -1.15 -0.31 -0.83
C 3.77354 1.90097 -0.90558 -0.67 -0.62 -0.15
C 0.86206 -0.94318 2.36626 -1.05 1.03 1.11
C 1.75350 -0.64135 3.39533 0.92 0.67 0.33
C 4.43927 1.98462 1.39063 -0.57 -0.99 -0.89
C -3.16954 2.13505 -0.04746 -0.41 -0.31 0.27
C -3.18472 2.21673 4.05158 -0.27 -0.10 -0.42
C 0.06415 3.73929 -3.98739 0.57 0.81 0.64
C 4.62869 -3.30992 -3.90961 -1.55 0.72 -0.40
C 3.39308 -1.03583 -2.98579 -0.18 0.05 -0.09
C 4.29434 3.17511 -1.13952 0.16 0.78 -0.83
C 5.11360 3.11882 1.07034 0.03 1.63 -0.63
C 5.39021 -2.35870 -3.24355 0.39 0.08 0.30
C 2.56222 -2.07372 1.18658 0.62 -0.70 1.30
C 3.26385 -3.13392 -4.24776 0.52 1.79 1.05
C -4.99789 2.61096 -1.52689 -0.65 -0.08 -0.05
C 4.78006 -1.22018 -2.74323 0.54 -0.08 0.19
C -1.92548 -2.80515 0.61178 -1.10 2.64 0.73
C -5.09587 -3.12523 2.35444 -2.74 -1.46 1.13
C -3.04651 -3.34705 1.26428 0.32 -0.87 -0.40
C -0.14896 0.44760 3.71888 0.08 0.30 0.08
C -5.36824 -4.49503 2.07588 1.27 0.39 -0.26
C -3.96322 -2.52309 1.96337 1.54 0.92 -0.34
C 1.25676 -1.63343 1.25178 0.16 -0.77 -0.95
C 1.09393 3.16635 -3.26862 -0.09 -0.48 0.25
H -4.24329 2.25623 3.76489 0.55 0.16 0.22
H 1.83403 3.80349 -2.77342 -0.29 -0.27 -0.20
H 4.24482 3.73865 -2.07980 -0.13 -0.69 0.12
H 5.42571 -0.49970 -2.18582 -0.80 -0.53 -0.49
H 5.58091 4.67683 -0.32975 0.07 0.68 0.04
H -0.15589 2.84982 5.50350 0.44 -0.06 0.08
H 1.37925 0.77443 5.06588 0.36 -0.25 -0.01
H 2.80738 -3.85199 -4.89804 -0.42 -0.28 -0.02
H 6.45683 -2.54299 -3.12572 -0.21 0.09 0.09
H -2.70534 2.98237 -0.45888 0.55 1.32 -0.59
H -6.28944 -4.85713 2.43072 -1.08 -0.54 0.27
H -5.90225 -2.64479 2.93743 0.77 0.11 -0.44
H -6.09795 0.75118 -0.22977 0.25 -0.07 -0.15
H -1.31229 -3.52162 0.11436 0.94 -0.05 -0.69
H -4.69635 -0.29892 -0.65299 -0.12 1.28 0.52
H -1.48587 0.90968 -5.15743 0.16 0.38 0.43
H 3.36643 0.35024 0.55200 -0.32 -0.66 0.19
H -5.28478 1.90951 -2.31444 0.05 0.09 0.06
H -4.28850 3.31679 -1.93481 -0.06 0.36 -0.01
H -4.94211 0.40253 1.01430 0.25 0.22 -0.58
H 2.90385 -2.76871 0.41538 -0.21 0.47 -0.01
H 3.73067 -1.03444 4.27020 0.10 0.18 -0.01
H 0.29155 -0.12351 -3.77339 -0.08 -0.17 -0.18
H -2.56166 -5.28660 0.41826 -0.05 -0.03 0.09
H 4.39280 -2.39029 2.23868 0.22 0.10 0.25
H 4.49346 1.59839 2.37163 0.11 -0.43 0.87
H -0.02568 4.82692 -4.07794 0.08 -0.41 -0.01
H 0.53303 -1.86926 0.48804 0.10 0.07 -0.15
H 1.57418 -1.87631 -3.93105 0.31 0.17 -0.08
H -5.91611 3.09248 -1.15116 0.49 -0.02 -0.21

47
Properties=species:S:1:pos:R:3:forces:R:3 method="wB97M-V/def2-TZVPD" relative_energy_ev=1.474 smiles="CCOc1cccc([C@@H]2C(C(=O)c3ccc(C)o3)=C(O)C(=O)N2c2nccs2)c1" e_tot_ha=-1694.94415 e_lumo_ev=-0.55 multiplicity=1 homo_lumo_gap_ev=7.929
S -4.29852 0.58350 -1.96529 -0.03 -0.02 0.70
O 0.51014 1.67686 2.93464 0.16 0.17 -0.05
O -0.16676 -0.87531 -4.96772 -0.05 0.04 -0.06
O 2.31981 -1.54445 -3.71790 -0.06 0.03 0.16
O 1.88022 -1.59648 -0.17856 -0.26 -0.11 0.08
O -2.70305 0.02741 -3.95582 0.37 -0.11 -0.21
N -1.73469 -0.23512 -1.88222 0.36 -0.17 -0.42
N -2.91577 0.01604 0.14409 0.87 -0.37 -0.07
C 0.34794 -0.96202 -2.58717 -0.60 0.10 -0.89
C 2.47240 -1.61243 -1.39938 1.48 -0.31 -0.33
C -5.03233 0.70688 -0.40922 0.22 -0.04 -0.03
C -1.75982 -0.26316 -3.24221 -0.25 0.05 -0.10
C -0.42821 -0.73100 -3.67742 0.55 -0.25 0.52
C 2.83710 -1.79913 0.74112 0.79 -0.18 0.22
C -0.43156 -0.61382 -1.34363 0.08 -0.01 0.38
C 1.25535 2.60086 0.92709 -0.07 -0.05 0.15
C 0.83703 1.55934 -1.19462 -0.11 -0.19 0.00
C 0.02298 0.54086 0.82820 0.10 0.12 0.27
C -1.81940 1.15787 3.47717 0.39 0.02 -0.07
C 0.56232 1.57860 1.57925 0.08 0.00 -0.34
C 2.45522 -1.79836 2.17597 -0.18 0.12 -0.26
C -4.15538 0.36846 0.56730 -0.64 0.21 -0.18
C -0.34498 0.82221 3.67081 -0.34 -0.13 0.19
C 0.16836 0.52999 -0.55191 0.06 0.30 0.02
C 1.75118 -1.39378 -2.64978 -0.10 0.00 0.06
C 1.38417 2.58876 -0.44503 -0.02 0.05 0.06
C -2.83709 0.08007 -1.14293 -1.10 0.32 -0.25
C 4.05453 -1.95740 0.13218 -0.53 0.04 0.32
C 3.82252 -1.84124 -1.24883 -0.88 0.17 -0.27
H -2.00012 2.19537 3.74739 -0.04 0.08 0.04
H -0.56000 -1.47909 -0.68424 -0.01 0.10 -0.10
H -0.96047 -0.62757 -5.47343 0.01 0.00 0.17
H -0.15230 -0.22917 3.42356 0.05 0.07 0.03
H -0.05333 0.98899 4.71166 -0.02 -0.11 -0.14
H 0.94318 1.55406 -2.26864 0.04 0.00 -0.12
H -6.05325 1.01116 -0.30745 -0.25 0.07 0.06
H -2.11183 1.01218 2.44071 -0.08 -0.03 -0.07
H 1.55802 -2.39532 2.32873 -0.05 -0.06 0.08
H 4.53477 -1.90733 -2.04496 0.09 0.01 -0.22
H -0.51457 -0.26863 1.29270 -0.07 -0.07 0.09
H 1.91551 3.38729 -0.93990 0.06 0.08 -0.03
H 3.26499 -2.20357 2.77498 0.04 -0.03 0.02
H -2.42483 0.51662 4.11210 -0.10 -0.08 0.06
H 4.99219 -2.13445 0.61758 0.16 -0.03 0.18
H 1.68026 3.39293 1.52296 0.05 0.10 0.08
H -4.36124 0.35241 1.62198 -0.11 0.03 0.17
H 2.24928 -0.77988 2.50613 -0.04 0.06 0.08